# C15H12N6S

The molecule C15H12N6S in a non-equilibrium geometry (ωB97M-V/def2-TZVPD, OMol25).

Structure (ORCA input):
```
! RIJCOSX wB97M-V def2-TZVPD def2/J DEFGRID3
* xyz 0 1
S 0.08 0.35 0.18
N -3.68 2.32 3.79
N -3.28 3.37 1.75
N 2.45 -1.15 0.08
N 3.83 0.50 0.25
N -1.88 1.81 2.35
N 2.62 1.00 0.39
C 0.50 -4.25 0.47
C 1.85 -2.33 -0.18
C 3.79 -0.78 -0.09
C -5.20 3.91 2.89
C 1.96 -4.29 -1.58
C -2.37 3.32 0.71
C 0.94 -4.87 -0.70
C 2.41 -3.07 -1.31
C -4.76 3.04 3.98
C -4.52 4.10 1.71
C 0.00 2.19 0.64
C 0.98 -2.96 0.70
C -2.94 2.47 2.71
C 1.78 0.00 0.32
C -1.47 2.40 1.15
H 0.63 -5.92 -0.90
H 0.78 2.43 1.41
H 0.12 2.81 -0.20
H 4.55 -1.45 -0.43
H -0.21 -4.82 1.06
H -5.45 2.88 4.88
H 3.25 -2.57 -1.88
H 2.13 -4.88 -2.46
H 0.59 -2.33 1.50
H -6.16 4.46 3.05
H -5.01 4.67 0.88
H -2.60 4.00 -0.17
*
```

Output
HOMO = -8.196 eV
max |F| = 5.1 eV Å⁻¹
relative energy (zero: lowest compared OMol25 entry of this formula, charge and spin) = 9.74 kcal/mol
SMILES = c1ccc(-n2cnnc2SCc2cn3cccnc3n2)cc1
calculated total energy = -35522.67798 eV
LUMO = -0.121 eV
Kohn-Sham gap = 8.0747 eV

=====

# C15H12O12PrS3

A structure of composition C15H12O12PrS3 in a non-equilibrium geometry (ωB97M-V/def2-TZVPD, OMol25).

Structure (ORCA input):
```
! RIJCOSX wB97M-V def2-TZVPD def2/J DEFGRID3
* xyz -1 3
Pr -0.12 0.24 0.96
S -2.32 -1.40 1.57
S 1.51 -0.35 -1.36
S -2.23 1.44 -0.59
O -1.61 1.93 0.67
O 1.42 0.99 -0.59
O 5.50 -0.18 3.82
O -2.82 -2.55 2.23
O 4.44 -1.93 1.65
O -1.34 0.46 -1.19
O 3.50 1.99 4.18
O -2.66 2.48 -1.48
O 1.11 1.29 2.54
O 1.65 -1.17 1.20
O -1.34 -1.68 0.51
O -1.73 -0.37 2.45
C 1.36 0.13 -3.06
C 2.22 0.63 2.65
C 2.76 0.62 -3.45
C -3.68 0.55 -0.06
C -3.72 -0.59 0.80
C 3.28 -0.66 -1.43
C -4.95 -1.13 1.15
C 3.38 1.01 3.47
C 3.69 -0.46 -2.89
C 3.86 -1.01 2.20
C 4.44 -0.08 3.26
C 2.49 -0.57 1.98
C -6.13 -0.56 0.68
C -6.09 0.54 -0.15
C -4.88 1.09 -0.52
H 3.49 -1.63 -0.99
H -4.83 1.96 -1.16
H 0.56 0.87 -3.08
H 1.06 -0.75 -3.63
H 3.67 0.11 -0.76
H 2.96 1.57 -2.95
H -4.98 -1.99 1.80
H 2.87 0.77 -4.52
H 3.54 -1.39 -3.45
H 4.75 -0.20 -2.96
H -7.01 0.98 -0.50
H -7.08 -0.99 0.98
*
```

Output
HOMO (spin up / spin down) = -4.789 / -4.788 eV
max |F| = 2.1 eV Å⁻¹
relative energy (zero: lowest compared OMol25 entry of this formula, charge and spin) = 21.40 kcal/mol
calculated total energy = -86899.30725 eV
LUMO (spin up / spin down) = 2.164 / 2.164 eV
Kohn-Sham gap (spin up / spin down) = 6.9529 / 6.9523 eV

=====

# C15H13Br3IrN2O6

A structure of composition C15H13Br3IrN2O6 in a non-equilibrium geometry (ωB97M-V/def2-TZVPD, OMol25).

Structure (ORCA input):
```
! RIJCOSX wB97M-V def2-TZVPD def2/J DEFGRID3
* xyz 0 2
Ir 0.18 -0.85 0.22
Br 1.44 4.18 -0.01
Br 0.82 -3.11 -0.27
Br 1.21 3.16 -5.57
O 3.35 0.22 2.51
O -2.60 1.65 1.75
O -1.55 0.20 0.42
O 2.10 -0.59 0.84
O -2.10 -2.46 1.00
O 0.69 1.21 0.09
N -0.05 -0.73 2.44
N 0.11 -0.42 -1.83
C -0.13 -1.00 -4.12
C 0.62 1.22 -3.54
C 1.29 -0.81 3.04
C 1.13 2.98 -1.43
C 1.26 3.40 -2.76
C -2.27 -2.02 2.34
C 0.51 0.83 -2.19
C 2.34 -0.31 2.09
C -0.22 -1.30 -2.75
C -1.70 0.87 1.54
C -0.92 -1.81 2.99
C 0.79 1.68 -1.11
C 0.30 0.24 -4.51
C -0.63 0.62 2.58
C 1.03 2.54 -3.80
H -0.40 -1.75 -4.85
H 1.55 4.43 -2.96
H 0.39 0.49 -5.56
H -2.78 -2.80 2.91
H 0.15 1.36 2.38
H -0.36 -2.75 2.88
H 1.54 -1.86 3.21
H 1.36 -0.27 3.98
H -1.05 0.78 3.57
H -0.56 -2.27 -2.42
H -1.08 -1.61 4.05
H -2.88 -1.11 2.38
H -2.89 -2.23 0.50
*
```

Output
HOMO (spin up / spin down) = -8.243 / -8.212 eV
max |F| = 4.5 eV Å⁻¹
relative energy (zero: lowest compared OMol25 entry of this formula, charge and spin) = 0.00 kcal/mol
calculated total energy = -243997.67837 eV
LUMO (spin up / spin down) = -1.350 / -2.035 eV
Kohn-Sham gap (spin up / spin down) = 6.8936 / 6.1773 eV

=====

# C15H13FN2O7S

A cluster of 2 separate species, C15H13FN2O7S in total in a non-equilibrium geometry (ωB97M-V/def2-TZVPD, OMol25).

Structure (ORCA input):
```
! RIJCOSX wB97M-V def2-TZVPD def2/J DEFGRID3
* xyz 0 1
S 0.40 3.80 2.50
F -3.18 -0.26 5.64
O -4.42 -0.05 0.25
O 4.70 1.38 -3.43
O -2.37 -0.17 -0.66
O -0.32 -1.07 -0.69
O 3.03 1.42 -2.06
O -5.21 -0.75 5.32
O -2.68 1.37 3.55
N 3.63 0.96 -3.01
N -4.02 -0.52 3.47
C -3.03 0.42 2.98
C 1.82 -0.69 -3.26
C 1.26 -1.78 -3.90
C 1.92 -2.38 -4.96
C -1.24 -0.24 1.35
C 0.52 2.15 1.64
C -0.01 -0.32 2.22
C -4.20 -0.50 4.86
C -1.17 -0.56 -0.13
C -2.48 0.06 1.63
C -3.28 -0.04 0.36
C 3.14 -1.87 -5.40
C 0.51 1.04 2.71
C 3.03 -0.20 -3.70
C 3.70 -0.77 -4.77
H -4.92 -0.26 3.06
H 4.65 -0.38 -5.11
H 1.49 -3.24 -5.46
H 0.01 1.32 3.63
H 0.32 3.45 3.80
H 0.31 -2.18 -3.56
H -0.33 2.13 0.96
H 3.66 -2.34 -6.23
H -0.28 -0.92 3.10
H 0.73 -0.90 1.66
H 1.56 0.88 2.99
H 1.30 -0.23 -2.43
H 1.45 2.21 1.08
*
```

Output
HOMO = -9.173 eV
max |F| = 5.1 eV Å⁻¹
relative energy (zero: lowest compared OMol25 entry of this formula, charge and spin) = 15.35 kcal/mol
SMILES = O=C(F)NC(=O)C1=C(CCCS)C(=O)OC1=O.O=[N+]([O-])c1ccccc1
calculated total energy = -46628.11100 eV
LUMO = -1.091 eV
Kohn-Sham gap = 8.0814 eV

=====

# C15H13MgNO5S4Si

A structure of composition C15H13MgNO5S4Si in a non-equilibrium geometry (ωB97M-V/def2-TZVPD, OMol25).

Structure (ORCA input):
```
! RIJCOSX wB97M-V def2-TZVPD def2/J DEFGRID3
* xyz -2 1
S 0.38 0.25 3.66
S 3.80 -2.35 3.25
S 2.61 -0.77 5.31
S 1.89 -1.76 1.17
Si -4.68 -1.52 0.40
Mg 0.13 -0.03 1.13
O 4.65 -2.24 5.83
O 1.22 3.38 -0.06
O 5.05 4.94 -2.77
O 0.73 1.21 -0.07
O 5.65 3.75 -4.49
N 5.01 3.92 -3.45
C 3.45 0.51 -3.15
C -3.00 -1.04 0.53
C -5.38 -1.74 2.14
C 2.43 2.00 -1.54
C 2.57 0.73 -2.10
C 2.40 -1.50 2.82
C -1.88 -0.67 0.79
C -5.84 -0.24 -0.45
C 3.88 -1.90 4.97
C 4.24 1.56 -3.61
C 4.14 2.80 -2.99
C 1.86 -0.71 3.77
C 3.28 3.04 -1.94
C 1.37 2.24 -0.42
C -4.75 -3.09 -0.60
H -5.72 -3.53 -0.64
H 3.26 4.04 -1.52
H -4.98 -2.70 2.52
H 4.86 1.33 -4.43
H -3.94 -3.78 -0.19
H -5.06 -0.97 2.84
H -5.61 -0.05 -1.52
H 3.51 -0.48 -3.62
H -6.50 -1.80 2.04
H -5.79 0.63 0.20
H -6.80 -0.65 -0.46
H 2.00 -0.14 -1.79
H -4.43 -2.70 -1.57
*
```

Output
HOMO = -1.076 eV
max |F| = 2.3 eV Å⁻¹
calculated total energy = -84159.67916 eV
LUMO = 3.568 eV
Kohn-Sham gap = 4.6441 eV

=====

# C15H13N3O6V

A structure of composition C15H13N3O6V in a non-equilibrium geometry (ωB97M-V/def2-TZVPD, OMol25).

Structure (ORCA input):
```
! RIJCOSX wB97M-V def2-TZVPD def2/J DEFGRID3
* xyz 0 2
V 0.18 -0.04 -2.31
O 1.22 -1.21 6.66
O -2.09 3.04 3.51
O -1.58 2.64 5.61
O 0.90 -1.42 0.32
O -0.72 0.13 -0.06
O 1.94 -2.51 5.05
N -1.53 2.36 4.39
N 1.65 0.68 -1.91
N 1.30 -1.52 5.46
C 0.70 -1.02 3.12
C 0.02 -0.23 2.17
C -1.11 -1.72 -3.09
C -0.42 -1.06 -4.16
C 0.40 2.29 -4.33
C 0.99 -1.20 -3.95
C -0.77 1.20 3.98
C -0.47 1.61 -3.59
C 1.17 -1.94 -2.73
C 0.08 -0.55 0.69
C -0.12 -2.24 -2.19
C -0.12 0.41 4.93
C -0.71 0.88 2.61
C -1.62 1.38 -2.91
C 0.62 -0.70 4.49
H -1.23 1.51 1.89
H -0.88 -0.60 -5.03
H 2.50 0.97 -1.45
H -2.42 0.73 -3.32
H -1.95 2.00 -2.07
H 0.12 3.13 -4.98
H -0.33 -2.87 -1.32
H -2.19 -1.83 -2.97
H -0.17 0.66 5.99
H 1.47 2.04 -4.32
H 1.28 -1.87 2.79
H 2.12 -2.28 -2.33
H 1.78 -0.87 -4.62
*
```

Output
HOMO (spin up / spin down) = -9.369 / -9.474 eV
max |F| = 4.2 eV Å⁻¹
calculated total energy = -58200.33100 eV
LUMO (spin up / spin down) = -0.977 / -1.562 eV
Kohn-Sham gap (spin up / spin down) = 8.3917 / 7.9115 eV

=====

> The lowest calculated total energy belongs to which entry?

C15H13Br3IrN2O6

=====

Please write out number 2 again, unchanged.
# C15H12O12PrS3

A structure of composition C15H12O12PrS3 in a non-equilibrium geometry (ωB97M-V/def2-TZVPD, OMol25).

Structure (ORCA input):
```
! RIJCOSX wB97M-V def2-TZVPD def2/J DEFGRID3
* xyz -1 3
Pr -0.12 0.24 0.96
S -2.32 -1.40 1.57
S 1.51 -0.35 -1.36
S -2.23 1.44 -0.59
O -1.61 1.93 0.67
O 1.42 0.99 -0.59
O 5.50 -0.18 3.82
O -2.82 -2.55 2.23
O 4.44 -1.93 1.65
O -1.34 0.46 -1.19
O 3.50 1.99 4.18
O -2.66 2.48 -1.48
O 1.11 1.29 2.54
O 1.65 -1.17 1.20
O -1.34 -1.68 0.51
O -1.73 -0.37 2.45
C 1.36 0.13 -3.06
C 2.22 0.63 2.65
C 2.76 0.62 -3.45
C -3.68 0.55 -0.06
C -3.72 -0.59 0.80
C 3.28 -0.66 -1.43
C -4.95 -1.13 1.15
C 3.38 1.01 3.47
C 3.69 -0.46 -2.89
C 3.86 -1.01 2.20
C 4.44 -0.08 3.26
C 2.49 -0.57 1.98
C -6.13 -0.56 0.68
C -6.09 0.54 -0.15
C -4.88 1.09 -0.52
H 3.49 -1.63 -0.99
H -4.83 1.96 -1.16
H 0.56 0.87 -3.08
H 1.06 -0.75 -3.63
H 3.67 0.11 -0.76
H 2.96 1.57 -2.95
H -4.98 -1.99 1.80
H 2.87 0.77 -4.52
H 3.54 -1.39 -3.45
H 4.75 -0.20 -2.96
H -7.01 0.98 -0.50
H -7.08 -0.99 0.98
*
```

Output
HOMO (spin up / spin down) = -4.789 / -4.788 eV
max |F| = 2.1 eV Å⁻¹
relative energy (zero: lowest compared OMol25 entry of this formula, charge and spin) = 21.40 kcal/mol
calculated total energy = -86899.30725 eV
LUMO (spin up / spin down) = 2.164 / 2.164 eV
Kohn-Sham gap (spin up / spin down) = 6.9529 / 6.9523 eV